DFT (wB97M-V/def2-TZVPD) results for CF4FeNO2S2 as an isolated structure at a distorted geometry.

Its energy above the lowest of the compared OMol25 structures with the same formula, charge and spin is 0.00 kcal/mol. The expectation value of S² is 8.768. As for the multiplicity: 6. The value obtained for the energy is -2701.967530 Eh. As for the orbital gap (spin up / spin down): 8.13 / 6.16 eV. As for the net charge: +2. The highest occupied orbital energy (spin up / spin down) comes out at -0.748 / -0.747 Eh.

```
11
Properties=species:S:1:pos:R:3:forces:R:3:nbo_charge:R:1
Fe -1.641 -1.264 1.859 -0.72 -0.36 0.24 1.746
S 0.349 -2.142 -0.681 2.97 0.81 -1.93 1.774
S 0.768 0.311 0.607 -0.35 0.43 0.68 1.422
F 0.665 1.951 -1.435 0.06 -0.32 0.35 -0.249
F -1.437 -2.403 0.353 -0.31 0.11 0.20 -0.682
F -1.092 2.034 -0.185 0.21 -0.64 0.21 -0.257
F 0.753 2.901 0.508 -0.05 -0.77 0.04 -0.249
O -0.396 0.086 1.578 0.57 0.32 -0.13 -1.053
O 1.229 -2.803 -1.640 -1.64 -0.05 0.59 -0.437
N 0.585 -0.597 -0.765 -0.55 -1.82 0.75 -0.869
C 0.217 1.926 -0.200 -0.18 2.31 -0.99 0.854
```
Positions in Å, forces in eV/Å.